Molecular formula: C24H41CeN10OS
Method: DFT, wB97M-V/def2-TZVPD

Positions of all 78 atoms, in Å:
1 Ce 1.19395 0.37227 0.39279
2 N -0.03277 2.56392 -0.76242
3 C -0.50937 3.52676 0.16182
4 C 0.57043 3.88464 1.22590
5 N 1.18380 2.73633 1.90753
6 C 0.34822 2.30229 3.11903
7 C -1.05903 1.76254 2.89517
8 N -1.13228 0.70523 1.85222
9 C 2.53733 2.92305 2.44339
10 C 3.30596 1.65422 2.94356
11 N 3.39239 0.62359 1.85685
12 H 0.51028 2.98744 -1.53832
13 H -0.85455 2.06556 -1.28038
14 H -1.37875 3.10250 0.70191
15 H -0.77498 4.55958 -0.22249
16 H 0.15757 4.64175 1.93722
17 H 1.43808 4.37800 0.65740
18 H 0.32774 3.27115 3.70545
19 H 0.97584 1.55921 3.55438
20 H -1.64008 2.60998 2.52518
21 H -1.40082 1.41523 3.90033
22 H -1.98412 0.72195 1.27832
23 H -1.06681 -0.22296 2.34723
24 H 2.52080 3.64435 3.24354
25 H 3.23393 3.36879 1.69511
26 H 2.79877 1.32169 3.89011
27 H 4.33055 1.96098 3.25011
28 H 3.31836 -0.34203 2.32498
29 H 4.27113 0.68638 1.26526
30 C 4.46728 -2.62922 -1.51485
31 C 3.67251 -1.43576 -1.11902
32 N 2.51539 -1.60910 -0.45986
33 N 2.07976 -2.86033 -0.29152
34 C 1.45508 -3.12645 0.84549
35 N 1.05195 -4.38953 0.97849
36 S 1.04492 -1.99493 2.13050
37 C 3.97138 -0.14677 -1.65247
38 C 5.30222 0.11008 -2.12076
39 C 5.54014 1.31273 -2.87814
40 C 4.55409 2.26996 -2.91897
41 C 3.34706 2.09386 -2.17082
42 N 2.95795 0.86515 -1.62139
43 H 5.33836 -2.71574 -0.77194
44 H 4.79106 -2.69942 -2.57121
45 H 3.76345 -3.45980 -1.45636
46 H 1.18632 -5.05094 0.22141
47 H 0.54874 -4.59969 1.81370
48 H 6.07546 -0.62206 -1.84849
49 H 6.46242 1.39129 -3.41206
50 H 4.68060 3.35013 -3.16276
51 H 2.63108 2.85741 -2.21023
52 C -5.35216 -4.40009 -0.76493
53 C -5.75110 -3.01527 -0.45548
54 N -4.65399 -1.98568 -0.60445
55 C -4.94068 -0.64786 0.00551
56 C -5.34517 -0.62516 1.45717
57 C -3.86792 -2.07268 -1.76318
58 O -4.15579 -2.73011 -2.81442
59 C -2.66874 -1.14331 -1.78483
60 C -2.48573 -0.33093 -2.95312
61 C -1.22332 0.16768 -3.17461
62 C -0.16201 -0.09225 -2.22061
63 N -0.41211 -0.76335 -1.05207
64 C -1.65553 -1.17136 -0.88000
65 H -6.21244 -5.05736 -0.52905
66 H -4.63132 -4.85617 -0.05653
67 H -4.96568 -4.41041 -1.74431
68 H -6.05179 -2.90557 0.56207
69 H -6.52765 -2.62299 -1.09422
70 H -5.56994 0.01829 -0.50439
71 H -3.96012 -0.16524 -0.03951
72 H -6.21036 -1.25009 1.69716
73 H -5.63452 0.44739 1.71583
74 H -4.48126 -0.78004 2.21463
75 H -3.32060 -0.30525 -3.72507
76 H -0.85955 0.54057 -4.11949
77 H 0.83628 0.25051 -2.48980
78 H -1.75562 -1.78849 0.03783

Computed properties:
<S²>: 0.7507
Molar mass, g/mol: 657.8
Spin multiplicity: 2
LUMO (spin up / spin down), eV: -6.05 / -6.04
Total charge: +2

Molecular formula: C24H41F3GdP2
Method: DFT, wB97M-V/def2-TZVPD

Positions of all 71 atoms, in Å:
1 Gd 0.33386 -0.42137 -0.12045
2 C -2.38647 2.17386 1.50677
3 C -2.92690 0.93790 1.04883
4 C -2.26532 0.65680 3.22548
5 C -1.95694 1.98713 2.84770
6 C -2.84614 -0.00439 2.11062
7 C -2.35544 3.44984 0.77238
8 H -2.42486 3.29463 -0.30939
9 H -1.43343 4.00515 0.99506
10 H -3.19604 4.10723 1.05276
11 C -1.31493 2.99479 3.71541
12 H -1.34545 3.98180 3.24768
13 H -0.26181 2.74222 3.90299
14 H -1.81516 3.04508 4.68997
15 C -2.04495 0.09002 4.57128
16 H -2.41693 0.77506 5.34949
17 H -0.97362 -0.07869 4.76850
18 H -2.56288 -0.87143 4.68372
19 C -3.35287 -1.39228 2.08035
20 H -4.44045 -1.42799 2.24339
21 H -2.88700 -1.98839 2.87053
22 H -3.14891 -1.87072 1.11607
23 C -3.56223 0.69983 -0.27076
24 H -4.66403 0.78874 -0.20754
25 H -3.34463 -0.31462 -0.64875
26 H -3.22142 1.42885 -1.02094
27 C 3.00521 0.14991 -1.77973
28 C 2.28521 0.97796 -2.88100
29 C 1.50019 0.29531 -4.01877
30 C 0.84306 -1.08752 -3.74151
31 C 0.30380 -1.15153 -2.27863
32 C 0.96035 -2.27712 -1.37369
33 C 2.50505 -2.44636 -1.49849
34 C 3.32373 -1.32719 -2.13139
35 H 2.21856 0.16700 -4.84011
36 H 1.51550 -1.92970 -3.93894
37 H 0.73415 1.00720 -4.37774
38 H 3.35759 -1.42814 -3.22835
39 H 4.03430 0.56538 -1.70453
40 H 2.99283 1.69019 -3.33070
41 H 4.37122 -1.50193 -1.83005
42 H 2.92716 -2.71698 -0.51919
43 H 0.50707 -3.18108 -1.80934
44 H 2.67069 -3.35460 -2.10617
45 H -0.02129 -1.19391 -4.40370
46 H -0.79757 -1.28456 -2.26718
47 P 1.64028 2.14572 -1.60659
48 C 2.51002 3.54357 -0.95511
49 C -0.12006 2.33860 -1.80943
50 P 0.29262 -3.05231 0.44975
51 C 2.23045 0.71682 -0.59847
52 C -1.25073 -3.88288 -0.05294
53 C 1.47646 -4.27261 1.06448
54 H 2.74589 3.36733 0.10903
55 H 1.87974 4.44482 -1.03802
56 H 3.45321 3.70958 -1.49472
57 H -0.70695 1.45592 -2.13361
58 H -0.22413 3.08906 -2.61059
59 H -0.59463 2.72709 -0.89869
60 H 2.22224 -4.51491 0.29180
61 H 0.95291 -5.19194 1.37058
62 H 1.99658 -3.84105 1.93994
63 H 2.82893 1.04588 0.26409
64 H 0.47283 -0.05132 -2.02750
65 H -1.89870 -3.93328 0.83536
66 H -1.04526 -4.90125 -0.41571
67 H -1.78500 -3.30671 -0.83101
68 F 2.78548 -0.54875 2.21169
69 C 1.45171 -0.17973 2.10517
70 F 0.82767 -0.83267 3.16513
71 F 1.43657 1.16364 2.50343

Computed properties:
<S²>: 16.6603
Molar mass, g/mol: 605.8
Spin multiplicity: 8
LUMO (spin up / spin down), eV: -2.58 / -3.23
Total charge: +1

Molecular formula: C24H41F3O3P2SV
Method: DFT, wB97M-V/def2-TZVPD

Positions of all 75 atoms, in Å:
1 V 0.47570 -1.12455 0.48657
2 C -1.30600 -1.48228 1.40256
3 C -0.87560 -2.63771 0.66410
4 C 0.80588 -2.08952 2.19865
5 C -0.28422 -1.15052 2.35668
6 C 0.43029 -3.02089 1.13794
7 C -2.39911 -0.56272 1.00161
8 H -2.84267 -0.87425 0.05259
9 H -2.03592 0.47193 0.88216
10 H -3.19962 -0.52762 1.75209
11 C -0.24811 0.15145 3.06126
12 H -1.27202 0.50863 3.20730
13 H 0.29723 0.91847 2.47973
14 H 0.24866 0.07031 4.03514
15 C 2.18230 -1.79660 2.66122
16 H 2.24040 -1.67142 3.74640
17 H 2.54497 -0.84153 2.23951
18 H 2.88564 -2.57554 2.36513
19 C 1.33947 -3.92856 0.40180
20 H 1.62775 -4.82914 0.95521
21 H 2.27183 -3.41295 0.13693
22 H 0.86581 -4.25252 -0.52840
23 C -1.52775 -3.09266 -0.58418
24 H -1.62904 -4.17770 -0.63615
25 H -0.95900 -2.77827 -1.46832
26 H -2.52395 -2.65511 -0.68043
27 C -0.63430 3.17652 -2.36356
28 C -1.76919 2.53064 -2.09177
29 C -2.10089 1.10841 -2.46183
30 C -1.76741 0.75433 -3.92377
31 C -0.53804 0.00112 -4.27843
32 C 0.85034 0.22196 -3.77463
33 C 1.31066 1.50294 -2.99010
34 C 0.51657 2.77696 -3.23604
35 H -3.19967 0.98611 -2.37840
36 H -1.89183 1.67964 -4.52698
37 H -1.66149 0.33984 -1.79834
38 H 0.20058 2.83836 -4.29629
39 H -0.46162 4.14883 -1.87964
40 H -2.52173 3.05323 -1.50006
41 H 1.23231 3.61003 -3.10098
42 H 1.35305 1.34083 -1.89675
43 H 1.20973 -0.59349 -3.12881
44 H 2.36716 1.71092 -3.26204
45 H -2.60090 0.13850 -4.29444
46 H -0.77814 -1.06888 -4.48064
47 P -0.58045 1.78635 -6.04973
48 C -0.80399 3.55870 -6.51528
49 C -1.64484 0.90771 -7.21803
50 P 1.67911 -0.16188 -5.31800
51 C 1.14548 1.25361 -6.34551
52 C 1.07144 -1.58731 -6.27035
53 C 3.44827 -0.24340 -5.37232
54 H 0.04640 4.18498 -6.20710
55 H -1.69961 3.97455 -6.02694
56 H -0.94904 3.66790 -7.60556
57 H -1.43437 1.25607 -8.24100
58 H -2.70352 1.10462 -6.98568
59 H -1.47764 -0.17380 -7.14930
60 H 3.75789 0.08313 -6.37730
61 H 3.77499 -1.27352 -5.21493
62 H 3.90344 0.40075 -4.62111
63 H 1.86304 2.07027 -6.19757
64 H 1.21782 0.90797 -7.38643
65 H 1.80050 -2.40190 -6.17251
66 H 1.02211 -1.28790 -7.33096
67 H 0.09236 -1.95989 -5.95838
68 F 3.21447 2.13499 2.54582
69 C 2.54138 3.13791 1.92144
70 F 1.34773 3.28915 2.56388
71 F 3.25971 4.27429 2.04094
72 S 2.25528 2.70926 0.13335
73 O 1.52126 3.84224 -0.37488
74 O 3.57369 2.41353 -0.39431
75 O 1.40010 1.47489 0.25816

Computed properties:
<S²>: 0.7567
Molar mass, g/mol: 579.5
Spin multiplicity: 2
LUMO (spin up / spin down), eV: -8.92 / -8.93
Total charge: +2

Molecular formula: C24H41IN2O4SiZn
Method: DFT, wB97M-V/def2-TZVPD

Positions of all 74 atoms, in Å:
1 C -1.78018 -4.86296 1.13469
2 C -3.06617 -4.01298 1.20843
3 H -1.88226 -5.65548 0.38564
4 H -1.55190 -5.33311 2.10427
5 H -0.91450 -4.24119 0.85490
6 H -3.24396 -3.46240 0.27811
7 H -3.93143 -4.67183 1.38382
8 H -3.03168 -3.31716 2.05417
9 C 1.45144 -1.40344 -3.58836
10 C 1.97646 -1.30578 -4.88177
11 C 1.30624 -0.49635 -5.80272
12 C 0.15030 0.16772 -5.39738
13 H 1.97155 -1.98748 -2.82120
14 H 2.88470 -1.84809 -5.12282
15 H 1.68051 -0.37692 -6.81198
16 H -0.35788 0.87888 -6.03798
17 N 0.27530 -0.85925 -3.23263
18 C -0.38608 -0.07498 -4.11666
19 C -1.64634 0.54023 -3.63580
20 N -2.10249 0.13774 -2.41630
21 C -3.14788 0.78775 -1.86470
22 C -3.44570 2.15133 -3.81950
23 C -3.85732 1.78283 -2.53998
24 H -3.41863 0.51040 -0.84312
25 H -4.71086 2.25445 -2.05439
26 C -2.30741 1.55566 -4.34910
27 H -1.88180 1.86921 -5.30492
28 H -3.98702 2.90537 -4.39571
29 Zn -0.72178 -1.18744 -1.32418
30 I 0.41303 -3.35854 -0.89346
31 C 0.28687 3.70106 -0.27229
32 C 1.52910 2.99562 0.26735
33 C 2.30625 2.33209 -0.86442
34 C 2.44793 3.96972 0.99319
35 O 1.10416 2.06056 1.28971
36 Si 0.52343 0.54037 0.99553
37 O -0.41566 0.43015 -0.28546
38 O 1.85677 -0.42250 0.82346
39 C 2.82556 -0.76620 1.83969
40 C 3.84864 -1.64680 1.12381
41 C 3.47364 0.49669 2.40391
42 C 2.15272 -1.53853 2.97087
43 O -0.20935 0.15803 2.42454
44 C -1.58090 -0.05323 2.82417
45 C -2.38989 -0.73677 1.73184
46 C -1.52429 -0.95621 4.05136
47 C -2.22029 1.28947 3.17185
48 H 0.56094 4.35797 -1.10860
49 H -0.15323 4.31593 0.52294
50 H -0.45968 2.97454 -0.61653
51 H 2.63241 3.11675 -1.56283
52 H 3.20843 1.83498 -0.48719
53 H 1.70266 1.61079 -1.42696
54 H 2.84919 4.71111 0.29369
55 H 1.89434 4.49080 1.78239
56 H 3.28599 3.43210 1.45519
57 H 4.40361 -1.05680 0.38257
58 H 4.56998 -2.06017 1.83973
59 H 3.33892 -2.47008 0.60624
60 H 2.71485 1.16708 2.83357
61 H 4.18238 0.22184 3.20179
62 H 4.02644 1.03311 1.61829
63 H 1.50070 -0.87692 3.55597
64 H 1.56079 -2.37215 2.56954
65 H 2.92778 -1.94124 3.64332
66 H -1.90967 -1.67210 1.41691
67 H -3.39429 -0.98158 2.10918
68 H -2.50433 -0.09338 0.85374
69 H -1.00051 -0.45053 4.87252
70 H -2.53805 -1.20446 4.39260
71 H -0.99508 -1.89237 3.82400
72 H -1.70654 1.74007 4.03019
73 H -2.17131 1.98324 2.32193
74 H -3.27768 1.14175 3.43731

Computed properties:
Molar mass, g/mol: 642.0
Spin multiplicity: 1
LUMO, eV: -0.97

Molecular formula: C24H41N4O8PRb
Method: DFT, wB97M-V/def2-TZVPD

Positions of all 79 atoms, in Å:
1 Rb -12.40918 1.33634 9.56026
2 C -10.44953 2.23733 6.73458
3 C -11.04241 1.05350 6.24064
4 C -10.57974 -0.05266 6.97296
5 C -9.71172 0.49699 7.96843
6 C -9.67600 1.89989 7.81835
7 H -10.69868 3.18535 6.29693
8 H -11.72264 1.07437 5.43301
9 H -10.73620 -1.15983 6.77971
10 H -9.08818 -0.13613 8.62050
11 H -9.01579 2.54619 8.38391
12 N -13.27063 -1.38907 8.25772
13 C -12.89245 -2.77102 8.34878
14 C -13.70287 -3.43580 9.48139
15 N -13.51026 -3.09424 10.87861
16 C -14.54127 -3.71881 11.71924
17 C -14.98344 -2.84215 12.82650
18 N -15.84648 -1.74968 12.36305
19 H -12.70346 -0.80592 7.61948
20 H -14.25949 -1.18760 8.13853
21 H -13.12042 -3.34800 7.49503
22 H -11.80986 -2.85131 8.56073
23 H -14.77124 -3.39398 9.18842
24 H -13.64021 -4.54394 9.33095
25 H -13.60388 -2.08422 11.01029
26 H -15.41811 -4.01881 11.19041
27 H -14.08897 -4.61368 12.14419
28 H -15.55249 -3.52469 13.49558
29 H -14.07997 -2.50925 13.35313
30 H -16.52193 -1.46403 13.13110
31 H -15.29327 -0.89065 12.24015
32 O -17.30049 -0.43698 9.96258
33 C -16.30383 0.48944 9.97654
34 O -15.28912 0.37860 9.29428
35 C -16.67849 1.57534 10.96179
36 C -17.90912 1.43761 11.59232
37 C -18.32979 2.47736 12.42164
38 C -17.51503 3.54941 12.58034
39 C -16.21496 3.53615 12.01926
40 N -15.81976 2.55624 11.25780
41 C -15.36864 4.79717 12.16645
42 O -14.03428 4.71674 12.19086
43 O -16.03775 5.82898 12.07435
44 H -17.15140 -1.09550 9.27407
45 H -18.58646 0.61823 11.35354
46 H -19.32767 2.42013 12.81572
47 H -17.83324 4.30458 13.24211
48 H -13.55133 3.77485 12.18147
49 C -9.41949 2.83557 12.43524
50 C -9.81460 1.52474 13.22986
51 C -8.85810 1.30785 14.34511
52 C -9.71517 0.28505 12.35177
53 O -11.09117 1.68900 13.83486
54 P -12.52713 1.69513 13.21906
55 O -12.60424 2.70695 12.10834
56 O -12.98359 0.31931 12.87277
57 O -13.30636 2.34181 14.45599
58 C -13.91508 1.65949 15.51849
59 C -13.00467 0.52748 16.08677
60 C -14.20969 2.76726 16.49709
61 C -15.26229 1.12321 15.08881
62 H -8.32636 2.84678 12.38259
63 H -9.79576 3.73284 12.95859
64 H -9.92676 2.78482 11.44873
65 H -7.87348 1.16563 13.97755
66 H -9.17968 0.36376 14.75575
67 H -8.89733 2.06566 15.14431
68 H -8.77313 0.34477 11.81548
69 H -10.52970 0.25033 11.60009
70 H -9.75955 -0.60827 12.90177
71 H -12.00880 0.95488 16.40130
72 H -12.77104 -0.21813 15.35217
73 H -13.48831 0.03432 16.92162
74 H -13.17361 3.29551 16.59918
75 H -14.52365 2.37434 17.50458
76 H -14.84696 3.50823 16.04271
77 H -15.14788 0.46027 14.27384
78 H -15.85998 1.98204 14.69106
79 H -15.77712 0.67311 15.92309

Computed properties:
Molar mass, g/mol: 630.1
Spin multiplicity: 1
LUMO, eV: 1.91
Total charge: -1

Molecular formula: C24H41N5O6
Method: DFT, wB97M-V/def2-TZVPD

Positions of all 76 atoms, in Å:
1 C -0.76732 -1.31156 4.58536
2 C 0.30288 -0.37191 5.13427
3 N 1.18083 0.06060 4.06219
4 C 2.43890 -0.62994 3.90528
5 C 3.46775 -0.14248 4.92702
6 C 0.76831 1.08265 3.29420
7 O -0.15684 1.82373 3.60464
8 C 1.45848 1.32450 2.00491
9 N 1.75651 2.60065 1.61813
10 C 2.13422 2.55343 0.32086
11 N 2.07901 1.34255 -0.15243
12 C 1.64807 0.54960 0.87412
13 C 1.35630 -0.87963 0.65199
14 O 1.16588 -1.69201 1.54301
15 N 1.34042 -1.18238 -0.66098
16 C 1.08366 -2.50190 -1.17749
17 C -0.30619 -3.02443 -0.76214
18 C -1.44865 -2.18261 -1.32756
19 C -2.74076 -2.41867 -0.54139
20 C -2.78295 -1.58297 0.74485
21 N -3.19548 -0.22216 0.49260
22 C -2.32952 0.80940 0.36198
23 O -1.13904 0.73160 0.54651
24 O -3.01333 1.91318 -0.00139
25 C -2.33984 3.18921 -0.10382
26 C -1.21288 3.12373 -1.13620
27 C -1.81807 3.61687 1.26690
28 C -3.43320 4.14876 -0.57954
29 C 1.19296 -2.55185 -2.69685
30 O 1.19012 -3.59047 -3.30773
31 O 1.26205 -1.33825 -3.22174
32 C 1.34828 -1.12130 -4.65476
33 C 1.41462 0.40018 -4.78727
34 C 0.10029 -1.67217 -5.34210
35 C 2.61599 -1.76920 -5.20782
36 H -1.37168 -1.71431 5.39416
37 H -1.40932 -0.76601 3.89874
38 H -0.30131 -2.12834 4.03956
39 H -0.16798 0.51347 5.56996
40 H 0.90032 -0.87253 5.89749
41 H 2.26623 -1.70239 4.01482
42 H 2.81966 -0.45655 2.90112
43 H 3.12826 -0.31846 5.94482
44 H 4.40715 -0.66892 4.78177
45 H 3.64372 0.92417 4.80496
46 H 1.63454 3.41243 2.20268
47 H 2.44664 3.41472 -0.23565
48 H 1.48088 -0.42185 -1.31002
49 H 1.82855 -3.20176 -0.77060
50 H -0.33353 -3.00612 0.32714
51 H -0.39923 -4.05839 -1.09785
52 H -1.59980 -2.43519 -2.37971
53 H -1.18661 -1.12526 -1.26602
54 H -2.82222 -3.47702 -0.28845
55 H -3.60650 -2.15635 -1.15442
56 H -1.79095 -1.53307 1.19838
57 H -3.48072 -2.02417 1.46248
58 H -4.15383 -0.04919 0.23442
59 H -1.60185 2.76677 -2.08801
60 H -0.43071 2.44820 -0.80254
61 H -0.79100 4.11498 -1.27964
62 H -1.28716 4.56139 1.18026
63 H -2.64754 3.74216 1.95919
64 H -1.14976 2.86487 1.67741
65 H -3.03606 5.15704 -0.65042
66 H -3.80372 3.84267 -1.55452
67 H -4.26267 4.14220 0.12243
68 H 0.52491 0.85075 -4.35538
69 H 2.28316 0.78242 -4.25755
70 H 1.48344 0.68090 -5.83398
71 H 0.05236 -2.75173 -5.22804
72 H 0.12947 -1.43076 -6.40090
73 H -0.79245 -1.23043 -4.90420
74 H 2.56542 -2.84937 -5.10208
75 H 2.72294 -1.52239 -6.26036
76 H 3.48745 -1.40335 -4.66909

Computed properties:
Molar mass, g/mol: 495.6
Spin multiplicity: 1
LUMO, eV: 0.71
SMILES: CCN(CC)C(=O)c1[nH]cnc1C(=O)N[C@@H](CCCCNC(=O)OC(C)(C)C)C(=O)OC(C)(C)C